Record 1
Entry from the Open Molecules 2025 dataset: C8H12Cl2EuN2O3STm as an isolated structure in a non-equilibrium geometry (wB97M-V/def2-TZVPD).

As for the expectation value of S²: 20.04. The value obtained for the calculated total energy is -102307.922 eV. The calculation puts the orbital gap (spin up / spin down) at 6.10 / 4.04 eV. The LUMO energy (spin up / spin down) comes out at -16.2 / -16.6 eV.

Geometry as ORCA input:
```
! RIJCOSX wB97M-V def2-TZVPD def2/J DEFGRID3
* xyz 4 9
Tm 0.26 -0.94 -6.48
Eu -0.60 0.19 -2.21
Cl -0.90 0.53 -4.84
Cl 1.65 -1.02 -2.38
C -1.40 -2.02 -1.25
C -0.31 0.25 -8.43
C 0.25 -2.01 -8.67
O -1.60 -3.09 -0.94
O -0.52 0.78 -9.43
O 0.26 -2.41 -9.77
C -0.66 -1.61 2.93
C 0.69 -1.19 2.39
N 0.67 -0.10 1.35
C -0.16 0.96 1.35
S -0.28 1.99 0.01
N -0.91 1.22 2.48
C -0.22 1.73 3.80
C 1.17 2.33 3.59
H -1.32 -0.79 3.22
H -0.44 -2.20 3.83
H -1.16 -2.25 2.19
H 1.40 -0.86 3.17
H 1.17 -2.06 1.89
H 1.31 -0.12 0.52
H -1.72 1.80 2.24
H -0.90 2.52 4.18
H -0.25 0.87 4.52
H 1.13 3.12 2.82
H 1.46 2.83 4.55
H 1.93 1.56 3.37
*
```

Record 2
Entry from the Open Molecules 2025 dataset: a 2-piece molecular cluster, C6H18N3 overall in a non-equilibrium geometry (wB97M-V/def2-TZVPD).

The value obtained for the energy relative to the best compared isomer or geometry (same formula, charge and spin) is 87.30 kcal per mole. The value obtained for the calculated total energy is -10975.480 eV. The calculation puts the orbital gap at 11.74 eV. The LUMO energy comes out at -2.7 eV.

Geometry as ORCA input:
```
! RIJCOSX wB97M-V def2-TZVPD def2/J DEFGRID3
* xyz 1 1
C 1.84 1.18 0.35
C 1.43 -0.77 -1.04
C 1.12 -0.82 1.48
C -1.66 -1.72 0.18
C -0.51 0.53 0.10
C 0.93 0.00 0.20
N -0.82 1.81 0.01
N -1.51 -0.28 0.21
N -2.69 0.49 0.16
H 1.94 1.81 -0.49
H 1.52 1.76 1.20
H 2.79 0.71 0.49
H 2.39 -1.32 -0.71
H 1.80 -0.02 -1.77
H 0.89 -1.56 -1.51
H 1.14 -1.82 1.17
H 0.37 -0.62 2.15
H 2.10 -0.48 1.89
H -0.82 -2.27 0.07
H -1.96 -1.94 1.28
H -2.47 -1.86 -0.52
H 0.29 0.89 -2.16
H -1.75 2.09 -0.10
H -3.20 0.50 -0.72
H 0.25 1.16 -2.88
H -3.34 0.11 0.89
H -0.05 2.44 0.09
*
```